Below is a structure of composition C47H99HfO17 in a non-equilibrium geometry, with properties calculated with ωB97M-V/def2-TZVPD.

The geometry in XYZ format:
```
164
Properties=species:S:1:pos:R:3:forces:R:3:mulliken_charge:R:1
Hf 29.0698 17.3748 -10.9224 6.0 -0.2 -6.3 1.53
C 31.9080 17.5280 -14.6666 -0.8 -0.1 0.6 0.32
C 31.6548 18.2383 -13.3402 2.0 1.9 -0.9 1.16
C 31.4551 19.7626 -13.5951 -0.7 -0.7 0.0 -0.64
O 30.6642 17.6859 -12.5311 -4.8 -0.9 3.7 1.25
H 32.0559 16.4620 -14.4891 -0.1 0.0 -0.2 -0.20
H 32.8237 17.9323 -15.0961 -0.1 0.1 0.0 0.15
H 31.0662 17.7238 -15.3335 0.1 -0.3 -0.3 -0.61
H 32.6376 18.2190 -12.8487 -0.2 -0.4 0.7 0.01
H 32.1906 20.1496 -14.3003 0.2 -0.2 0.1 -0.41
H 31.5259 20.3388 -12.6749 -0.1 0.0 0.0 -0.24
H 30.4865 19.9279 -14.0732 -0.1 0.1 0.1 0.54
C 38.1418 21.5413 -14.7807 0.1 -0.4 -0.3 -0.46
O 39.0310 20.5485 -14.2846 -0.4 -0.4 0.1 -0.33
C 38.7956 20.1600 -12.9497 1.3 0.4 0.7 -1.14
C 37.4953 19.4669 -12.6301 0.3 0.8 -0.4 0.36
O 36.4820 20.4659 -12.5179 -0.9 -0.9 0.2 -0.48
C 35.1927 19.8780 -12.5694 0.2 0.2 -0.7 0.21
H 37.1190 21.1583 -14.7774 -0.1 0.3 0.1 0.05
H 38.4393 21.6975 -15.8164 0.0 0.2 0.1 0.28
H 38.2068 22.4722 -14.2141 0.0 0.0 0.1 0.36
H 38.9720 21.0327 -12.3094 -0.5 0.1 0.1 0.43
H 39.6155 19.5037 -12.6498 0.0 -0.2 -0.4 0.37
H 37.5708 18.9107 -11.6935 0.1 -0.1 0.0 0.46
H 37.3194 18.7822 -13.4670 -0.4 -0.2 0.1 -0.12
H 35.1362 19.2058 -13.4328 -0.1 0.0 -0.2 -0.32
H 34.4579 20.6677 -12.7154 0.1 0.1 0.1 0.02
H 34.9012 19.2604 -11.7128 0.4 0.1 0.4 0.46
C 37.4492 19.0092 -16.8777 0.0 0.4 -0.6 -0.30
O 36.7010 17.8353 -17.0648 -0.4 -0.8 -0.4 -0.47
C 35.4110 17.6858 -16.4738 1.0 1.7 -0.1 1.19
C 34.8225 16.3716 -16.8059 0.4 -2.3 0.2 -0.19
O 35.7665 15.3434 -16.4964 -0.3 0.3 -0.5 -0.32
C 35.4386 14.0379 -17.0083 0.5 0.6 1.4 -0.65
H 36.9747 19.8473 -17.4018 -0.3 0.2 0.4 0.05
H 38.4086 18.8918 -17.3822 -0.1 -0.4 0.0 0.35
H 37.6970 19.2796 -15.8486 -0.4 -0.2 0.2 0.11
H 34.7036 18.4377 -16.8469 0.1 0.4 0.0 0.12
H 35.5585 17.8649 -15.4030 -0.3 -0.3 0.3 -0.87
H 34.4581 16.2347 -17.8271 0.3 0.5 -0.3 0.76
H 33.9461 16.1605 -16.1791 -0.2 0.5 0.1 -0.23
H 34.3807 13.9528 -17.2539 0.1 -0.1 -0.3 0.36
H 35.6588 13.4192 -16.1366 -0.2 -0.6 -0.3 0.07
H 36.1227 13.7605 -17.8090 -0.3 0.1 -0.2 0.28
C 37.8312 12.7715 -13.5489 0.7 0.2 -0.5 -0.76
O 36.8086 13.2369 -12.7177 -0.6 -0.4 0.8 -0.32
C 37.2000 13.9362 -11.5498 -1.0 0.4 0.1 -0.84
C 37.1787 15.4481 -11.8396 1.5 0.1 -1.3 -0.57
O 35.9541 16.1196 -12.1838 0.0 -0.1 1.4 -0.24
C 35.2357 15.4976 -13.2152 -0.1 -0.1 -0.5 -0.98
H 38.4297 13.6050 -13.9338 -0.1 0.0 -0.2 0.32
H 37.3520 12.2428 -14.3714 0.1 0.1 0.0 0.22
H 38.5501 12.0857 -13.0895 -0.3 -0.1 0.4 0.35
H 38.1465 13.5508 -11.1642 0.4 0.5 -0.2 0.45
H 36.4999 13.6930 -10.7454 -0.3 -0.1 -0.2 0.25
H 37.8318 15.5443 -12.7168 0.0 0.0 -0.3 0.39
H 37.7355 16.0547 -11.1262 -0.6 -0.1 0.6 0.49
H 34.3779 16.0988 -13.5403 0.0 0.5 0.5 -0.25
H 34.8523 14.5341 -12.8729 0.1 -0.2 -0.4 0.55
H 35.8508 15.4282 -14.1168 0.0 -0.5 0.0 1.06
C 32.3551 13.6726 -15.1817 0.8 -0.1 0.1 -0.11
O 32.3239 12.5414 -16.0154 -0.3 0.3 0.0 -0.45
C 31.0258 12.0577 -16.2971 0.0 0.4 0.0 -0.17
C 30.3753 11.3957 -15.1115 -0.2 -0.6 -0.2 -0.86
O 29.7848 12.4114 -14.2553 -0.5 -0.9 -0.7 -0.03
C 28.9145 11.8252 -13.3152 0.1 0.1 1.2 -0.77
H 33.3706 13.7389 -14.7845 0.1 0.1 -0.2 -0.18
H 31.7061 13.5760 -14.3092 -0.3 0.1 -0.1 0.39
H 32.1571 14.5786 -15.7651 -0.3 0.1 0.1 0.08
H 31.1542 11.4703 -17.2048 -0.2 -0.6 0.4 0.49
H 30.2732 12.8112 -16.5701 0.5 0.6 -0.2 -0.17
H 31.0546 10.7735 -14.5255 0.2 0.2 0.1 0.42
H 29.6149 10.7156 -15.5059 -0.3 0.1 0.2 0.51
H 29.4117 11.0467 -12.7291 0.2 0.1 0.1 0.37
H 27.9725 11.3624 -13.6248 0.1 0.2 -0.9 0.34
H 28.6347 12.6313 -12.6304 0.0 0.0 0.2 0.11
C 30.5562 22.9534 -13.5749 0.4 0.7 -1.6 -0.36
O 31.5718 23.8912 -13.3244 0.4 -0.3 1.1 -0.05
C 31.3833 24.6970 -12.1766 -1.5 1.0 -0.1 -0.63
C 32.5235 25.6877 -11.9370 -0.7 -0.5 -0.4 -0.55
O 32.6453 26.5415 -13.0689 0.2 -0.7 1.1 -0.33
C 33.9532 27.0378 -13.1929 0.8 0.5 -1.3 -0.71
H 29.6587 23.4165 -13.9983 -0.3 0.2 0.6 0.43
H 30.3136 22.2691 -12.7589 0.1 0.1 0.2 0.17
H 30.9441 22.4264 -14.4506 0.0 -0.6 0.3 -0.15
H 31.0819 24.1518 -11.2718 0.9 -0.6 0.2 0.33
H 30.4370 25.2403 -12.3035 0.2 0.5 -0.4 0.36
H 33.4272 25.1227 -11.6912 0.3 0.1 -0.4 0.33
H 32.2945 26.2864 -11.0521 -0.2 0.0 0.1 0.43
H 33.9103 27.8867 -13.8765 -0.1 0.1 0.1 0.29
H 34.6084 26.3164 -13.6954 0.0 -0.3 0.1 0.22
H 34.4869 27.3758 -12.3015 -0.6 -0.1 0.4 0.33
C 29.2020 15.5192 -13.8266 0.7 -0.9 -1.2 -0.04
O 28.2699 16.1816 -12.9318 1.3 -0.3 1.5 -0.11
C 26.9655 16.2275 -13.5287 -0.6 0.8 0.5 -0.42
C 25.9570 16.3954 -12.3920 1.3 -1.2 -2.2 -0.87
O 26.6005 17.1870 -11.3596 0.1 -0.1 0.4 -0.38
C 25.5790 17.3267 -10.3668 -1.4 0.5 1.9 -0.91
H 28.7958 14.5987 -14.2525 -0.6 0.1 0.3 0.85
H 30.1065 15.1244 -13.3690 -0.1 0.7 0.6 -1.07
H 29.4621 16.1465 -14.6777 0.0 0.4 0.3 -0.08
H 26.7516 15.2903 -14.0387 0.1 0.1 -0.2 0.35
H 26.9641 17.0767 -14.2129 -0.1 -0.1 -0.2 0.33
H 25.6898 15.3842 -12.0807 0.2 0.2 0.9 0.47
H 25.0448 16.8078 -12.8230 0.1 0.7 0.5 0.52
H 25.8687 18.0220 -9.5782 0.3 0.0 -0.1 0.35
H 25.2619 16.3863 -9.9085 0.8 -0.3 -0.1 0.40
H 24.6213 17.6844 -10.7503 0.4 0.4 -0.6 0.35
C 34.1617 22.8535 -14.5863 -0.4 0.1 -1.0 -0.38
O 34.4788 22.3660 -15.8810 1.1 0.2 0.3 -0.36
C 33.4096 22.0833 -16.7347 0.1 0.1 0.0 0.32
C 33.9968 21.8488 -18.1217 -0.8 -0.2 -0.2 -1.08
O 34.5059 20.5424 -18.2498 -0.2 -0.4 -0.1 0.08
C 35.1845 20.3953 -19.4686 2.1 0.4 -0.6 -1.16
H 33.5853 23.7691 -14.7260 -0.3 -0.1 0.5 0.50
H 35.0672 23.0903 -14.0310 0.2 -0.2 -0.2 0.33
H 33.6007 22.0827 -14.0507 -0.3 0.2 0.2 -0.36
H 32.6482 22.8706 -16.7982 0.3 0.5 0.1 0.47
H 32.8473 21.2449 -16.2991 0.0 -0.5 -0.5 -0.43
H 34.7741 22.5733 -18.3813 0.1 0.2 0.5 0.39
H 33.2305 21.9845 -18.8960 -0.2 0.1 0.1 0.53
H 35.7641 19.4730 -19.5022 -0.7 -0.4 0.2 0.32
H 35.9977 21.1299 -19.5525 0.0 0.3 0.3 0.42
H 34.6764 20.5626 -20.4222 -1.0 -0.3 0.4 0.36
C 31.9581 15.4308 -10.8268 -0.4 -1.9 -1.0 -0.44
O 31.0639 16.2917 -10.1055 -1.1 0.4 0.5 -0.49
C 31.7346 16.7854 -8.8794 -1.8 1.2 -0.7 -0.69
C 31.9934 18.2507 -9.2173 1.2 -0.5 0.8 -0.21
O 30.8539 18.8604 -9.8829 -0.6 -1.3 0.1 -0.33
C 31.0168 20.2829 -9.9709 0.8 1.5 0.5 -0.82
H 32.0290 14.5129 -10.2403 0.3 0.1 0.1 0.45
H 32.9491 15.8114 -11.0755 -0.1 0.6 0.4 0.63
H 31.4784 15.1253 -11.7564 0.0 0.3 0.0 -0.61
H 32.6009 16.1740 -8.6433 0.1 0.2 -0.2 0.49
H 31.0026 16.6914 -8.0762 0.0 -0.1 0.1 0.27
H 32.9207 18.3166 -9.7905 -0.4 0.2 -0.7 0.12
H 32.2445 18.7766 -8.2933 -0.5 0.2 0.1 0.59
H 31.8631 20.6564 -10.5558 -0.1 -1.0 -0.8 0.24
H 31.3549 20.6743 -9.0080 -0.9 -0.1 0.4 0.37
H 30.1174 20.7696 -10.3374 -0.1 -0.2 0.2 0.35
C 28.7271 14.9491 -20.1123 1.3 -0.3 1.7 -0.57
C 28.8454 14.4592 -18.7853 -1.6 0.5 -0.2 -0.57
C 28.9929 15.3139 -17.6865 0.7 0.0 -1.5 0.09
C 29.1989 16.6615 -17.9831 -0.7 -0.3 1.0 0.62
C 29.1466 17.1466 -19.2755 1.2 0.3 0.0 -0.29
C 29.0520 16.2903 -20.3622 -1.1 -0.9 -0.1 -0.57
H 28.5082 14.1750 -20.8333 0.1 0.4 -0.5 0.37
H 28.5617 13.4294 -18.6071 0.3 -0.2 0.0 0.36
H 29.0233 14.9070 -16.6851 0.0 0.1 0.1 0.07
H 29.3304 17.3652 -17.1690 0.0 0.2 0.0 -0.25
H 29.3652 18.2025 -19.3753 -0.2 0.0 -0.4 0.32
H 29.1222 16.6207 -21.3888 -0.1 0.3 0.1 0.41
C 29.8385 20.2247 -17.0180 -0.1 -0.8 -0.8 0.51
C 28.4966 20.3089 -16.6681 0.3 0.9 -0.1 -0.11
C 27.6756 21.1850 -17.3891 0.0 -0.4 0.4 -0.82
C 28.1950 21.8771 -18.4572 0.2 0.1 -0.9 -0.47
C 29.4915 21.6459 -18.9277 -0.7 -0.1 0.4 -0.56
C 30.2978 20.7609 -18.2313 0.3 1.1 0.8 -0.95
H 30.5051 19.6134 -16.4223 0.1 0.0 0.0 0.12
H 28.1384 19.7939 -15.7858 -0.1 0.0 0.0 0.39
H 26.6387 21.3606 -17.1364 0.0 -0.2 0.2 0.43
H 27.5705 22.5695 -19.0059 -0.1 0.0 0.1 0.41
H 29.8220 22.1898 -19.8011 0.2 -0.1 0.0 0.47
H 31.3437 20.7168 -18.5070 0.0 -0.5 0.0 0.48
```
Forces are in eV/Å.

Properties
* charge: +3
* HOMO level: -14.156 eV
* total energy: -86416.98469 eV